ORCA calculation (the ωB97M-V functional and the def2-TZVPD basis) on a 2-piece molecular cluster, C12H23NO6 overall in a non-equilibrium geometry.

Each atom is followed by the atoms it is bonded to, with distances in Å.
CARTESIAN COORDINATES (ANGSTROEM)
1 O -0.298 2.352 0.795  C15 1.366, C19 1.449
2 O 2.968 -0.114 -3.956  C13 1.202
3 O 0.084 2.760 3.006  C15 1.221
4 O 1.907 -1.746 -5.095  C12 1.428, C13 1.330
5 O -1.590 1.580 -2.713  C10 1.427, H36 0.951
6 O 4.062 -1.738 -5.075  C13 1.329, C16 1.429
7 N -0.820 -0.055 3.477  C9 1.441, C14 1.465, H28 1.012
8 C -3.350 -1.782 5.746  C18 1.542, H35 1.084, H39 1.085, H42 1.084
9 C -0.910 0.627 2.211  N7 1.441, C15 1.519, C17 1.528, H31 1.095
10 C -0.341 2.127 -2.291  O5 1.427, C11 1.522, H20 1.085, H30 1.087
11 C 0.322 1.241 -1.246  C10 1.522, C19 1.502, H26 1.084, H29 1.088
12 C 0.671 -1.149 -4.702  O4 1.428, H23 1.085, H38 1.088, H41 1.088
13 C 2.979 -1.101 -4.643  O2 1.202, O4 1.330, O6 1.329
14 C -2.134 -0.379 4.038  N7 1.465, C18 1.519, H24 1.086, H33 1.096
15 C -0.344 2.034 2.123  O1 1.366, O3 1.221, C9 1.519
16 C 5.295 -1.149 -4.656  O6 1.429, H21 1.088, H32 1.086, H37 1.088
17 C -0.198 0.043 0.991  C9 1.528, C19 1.525, H27 1.082, H40 1.090
18 C -2.021 -1.093 5.374  C8 1.542, C14 1.519, H22 1.082, H34 1.085
19 C -0.512 1.160 0.001  O1 1.449, C11 1.502, C17 1.525, H25 1.089
20 H 0.292 2.223 -3.167  C10 1.085
21 H 5.383 -0.133 -5.035  C16 1.088
22 H -1.217 -1.815 5.331  C18 1.082
23 H -0.121 -1.762 -5.120  C12 1.085
24 H -2.680 -0.997 3.331  C14 1.086
25 H -1.573 1.069 -0.226  C19 1.089
26 H 0.552 0.260 -1.648  C11 1.084
27 H -0.478 -0.966 0.721  C17 1.082
28 H -0.335 0.549 4.129  N7 1.012
29 H 1.271 1.717 -1.010  C11 1.088
30 H -0.491 3.107 -1.846  C10 1.087
31 H -1.958 0.765 1.925  C9 1.095
32 H 6.083 -1.765 -5.076  C16 1.086
33 H -2.713 0.541 4.178  C14 1.096
34 H -1.828 -0.344 6.134  C18 1.085
35 H -3.824 -1.310 6.599  C8 1.084
36 H -2.288 2.177 -2.465  O5 0.951
37 H 5.370 -1.147 -3.570  C16 1.088
38 H 0.590 -0.137 -5.095  C12 1.088
39 H -4.054 -1.749 4.921  C8 1.085
40 H 0.869 0.060 1.214  C17 1.090
41 H 0.583 -1.134 -3.618  C12 1.088
42 H -3.201 -2.824 6.005  C8 1.084

Calculated values
net charge	0
molecular weight	277.317	g mol⁻¹
DFT total energy	-26591.957	eV
SMILES	CCCN[C@@H]1C[C@H](CCO)OC1=O.COC(=O)OC
HOMO level	-9.2	eV
frontier orbital gap	9.79	eV
energy above the lowest of the compared OMol25 structures with the same formula, charge and spin	0.000	eV